A 2-piece molecular cluster, C5H15NO2 overall at a distorted geometry, computed with ωB97M-V/def2-TZVPD.

Geometry as XYZ:
```
23
C5H15NO2 (ωB97M-V/def2-TZVPD)
C 1.028 2.986 2.469
C 1.364 2.154 1.156
C 0.231 1.022 1.063
C 0.555 -0.118 0.026
N -0.597 -1.000 -0.002
C -0.374 -2.356 -0.442
O 0.503 -3.024 0.556
H 1.995 3.267 2.903
H 0.716 2.359 3.249
H 0.320 3.757 2.218
H 1.196 2.848 0.333
H 2.339 2.001 1.278
H -0.744 1.487 0.901
H 0.121 0.564 2.023
H 0.903 0.308 -0.939
H 1.469 -0.600 0.224
H -1.152 -0.941 0.761
H -1.262 -3.000 -0.410
H 0.254 -2.551 -1.296
H 0.961 -2.396 1.236
O -2.428 0.254 -4.363
H -2.916 -0.073 -3.587
H -1.443 -0.001 -4.055
```

Properties
M = 121.18 g mol⁻¹
highest occupied orbital energy = -9.18 eV
LUMO level = 0.665 eV
net charge = 0
energy above the lowest of the compared OMol25 structures with the same formula, charge and spin = 278.8 kJ/mol
SMILES string = CCCCNCO.O

Löwdin population analysis, charges in e, atoms 1 to 2: -0.10, -0.19

---

C17H52AlI2O10P2SSi as an isolated structure at a distorted geometry, computed with ωB97M-V/def2-TZVPD.

Geometry as XYZ:
```
86
C17H52AlI2O10P2SSi (ωB97M-V/def2-TZVPD)
C -1.717 -1.501 3.789
C -1.895 -1.625 2.130
I -1.595 -3.723 1.639
C -0.956 -0.541 1.362
C -0.207 -1.056 0.000
P -1.336 -1.631 -1.483
S -3.242 -1.487 -1.097
O 0.257 0.257 -0.566
Al 1.829 -0.041 -1.559
I 1.657 -1.454 -3.793
Si 3.165 1.753 -2.235
C 4.694 2.100 -1.112
C 3.844 1.328 -4.017
C 2.084 3.370 -2.484
O 2.502 -1.345 -0.379
C 1.230 -1.891 0.201
O 1.154 -3.191 -0.545
P 1.792 -2.097 2.055
C 2.583 -3.808 2.358
C 2.917 -0.649 2.591
H -1.720 -0.395 4.168
H -0.762 -2.108 4.166
H -2.644 -2.096 4.244
H -3.034 -1.331 1.935
H -0.224 -0.037 2.159
H -1.673 0.352 1.023
H -1.094 -0.744 -2.630
H -1.050 -2.971 -1.923
H 4.328 2.790 -0.238
H 5.504 2.735 -1.714
H 5.241 1.121 -0.749
H 4.228 0.222 -4.108
H 4.630 2.134 -4.371
H 2.912 1.430 -4.755
H 1.574 3.616 -1.459
H 2.767 4.225 -2.911
H 1.275 3.081 -3.304
H 2.017 -3.694 -0.451
H 3.034 -3.774 3.463
H 3.451 -3.956 1.587
H 1.774 -4.650 2.264
H 3.579 -0.195 1.723
H 3.658 -1.087 3.413
H 2.331 0.251 3.075
C -1.494 2.826 2.342
O -0.640 2.162 3.255
H -1.167 2.604 1.323
H -2.519 2.473 2.478
H -1.443 3.904 2.512
H -0.954 2.377 4.149
C -1.655 3.997 -1.653
O -2.330 2.752 -1.646
H -2.337 4.768 -2.021
H -1.340 4.247 -0.637
H -0.786 3.938 -2.312
H -1.701 2.088 -1.315
C 1.729 -6.086 5.637
O 1.607 -4.719 5.291
H 2.727 -6.435 5.362
H 1.588 -6.204 6.715
H 0.979 -6.668 5.096
H 0.712 -4.437 5.546
C -5.166 3.767 -3.043
O -5.841 2.522 -3.036
H -5.847 4.538 -3.411
H -4.850 4.017 -2.027
H -4.297 3.707 -3.702
H -5.212 1.858 -2.705
C -4.324 5.604 3.094
O -3.981 4.378 2.474
H -3.546 5.867 3.815
H -4.396 6.388 2.337
H -5.278 5.495 3.615
H -4.689 4.171 1.840
C 0.716 -7.236 -0.409
O 1.732 -6.261 -0.267
H 1.165 -8.230 -0.338
H -0.021 -7.114 0.389
H 0.236 -7.125 -1.384
H 1.304 -5.390 -0.335
C 0.345 1.387 -6.769
O 0.745 1.613 -5.430
H 0.458 2.314 -7.335
H 0.977 0.613 -7.213
H -0.701 1.074 -6.791
H 0.634 0.773 -4.953
```

Properties
M = 819.48 g mol⁻¹
highest occupied orbital energy = -4.55 eV
LUMO level = 2.124 eV
net charge = -1

Löwdin population analysis, charges in e, atoms 1 to 2: -0.21, -0.74